Entry from the OMol25 dataset: a single HO4PS3 molecule (ωB97M-V/def2-TZVPD).

The geometry in ORCA input format:
```
! wB97M-V def2-TZVPD RIJCOSX def2/J DEFGRID3
* xyz 0 1
O -0.4302 -1.5111 -1.0971
O -2.1299 0.1218 -0.5590
O -0.9165 -0.9498 1.2591
O 0.1614 0.6870 -0.1802
P 1.7915 0.5769 0.0905
S 2.3378 -1.2448 0.3907
S 2.5544 2.3357 0.0269
S -0.8191 -0.5954 -0.1055
H -2.5493 0.5797 0.1745
*
```

Values from the calculation:
- energy relative to the best compared isomer or geometry (same formula, charge and spin) (kJ/mol) = 0.00
- orbital gap (Eh) = 0.327
- F_max (Eh/bohr) = 0.031
- HOMO level (eV) = -10.1


Entry from the OMol25 dataset: a molecular structure, C51H45N8O5S2SiSn (ωB97M-V/def2-TZVPD).

The geometry in ORCA input format:
```
! wB97M-V def2-TZVPD RIJCOSX def2/J DEFGRID3
* xyz -1 1
Sn 0.5261 -0.1786 0.1149
N -0.3784 -4.3898 2.4603
C 0.7810 -5.1616 2.6527
C 0.8463 -6.0939 3.6737
C 1.9959 -6.8542 3.8540
C 3.0918 -6.6543 3.0324
C 3.0330 -5.6974 2.0252
C 1.8751 -4.9693 1.8156
S 1.7571 -3.8446 0.4652
N 0.5456 -2.8042 1.0040
C -0.3434 -3.1680 1.8251
C -1.4345 -2.1976 2.1356
C -2.3742 -2.4439 3.1274
C -3.3865 -1.5228 3.3459
C -3.4328 -0.3813 2.5735
C -2.4415 -0.1894 1.6224
N -1.4688 -1.0689 1.4086
H -1.1668 -4.6062 3.0407
H -0.0071 -6.2270 4.3296
H 2.0319 -7.5886 4.6478
H 3.9962 -7.2305 3.1740
H 3.8904 -5.5209 1.3877
H -2.3195 -3.3270 3.7477
H -4.1250 -1.7014 4.1166
H -4.2101 0.3592 2.7014
H -2.4017 0.6836 0.9809
O -1.3820 -3.1826 -1.7166
C -0.4997 -2.5789 -2.2891
N 0.3060 -1.5958 -1.7558
C 1.2477 -1.2125 -2.6758
O 2.1489 -0.4164 -2.4655
C 0.9975 -1.9510 -3.9587
C 1.6180 -1.8916 -5.1883
C 1.1343 -2.7333 -6.1870
C 0.0749 -3.6034 -5.9416
C -0.5403 -3.6535 -4.6926
C -0.0617 -2.8050 -3.7169
H 2.4422 -1.2123 -5.3633
H 1.5876 -2.7149 -7.1704
H -0.2747 -4.2488 -6.7382
H -1.3628 -4.3264 -4.4878
O 8.3110 2.4477 2.0764
C 7.7114 1.6310 1.1621
O 8.2386 1.4858 0.0902
C 6.4399 0.9963 1.5732
C 5.6414 0.4111 0.5869
C 4.4441 -0.1945 0.9042
C 3.9814 -0.2598 2.2352
S 2.4669 -0.9971 2.6336
C 4.7990 0.3284 3.2201
C 5.9932 0.9388 2.8965
H 7.7266 2.5501 2.8359
H 5.9811 0.4503 -0.4401
H 3.8364 -0.6282 0.1187
H 4.4741 0.2826 4.2521
H 6.5871 1.3417 3.7127
O -1.1739 1.0191 -0.6568
Si -2.0976 1.2536 -1.9442
C -3.4039 -0.0869 -2.2087
C -4.4865 -0.1642 -1.3265
C -5.4570 -1.1460 -1.4492
C -5.3714 -2.0769 -2.4766
C -4.3101 -2.0195 -3.3647
C -3.3363 -1.0384 -3.2247
C -1.1009 1.4134 -3.5343
C -1.7030 1.4449 -4.7962
C -0.9477 1.5602 -5.9526
C 0.4375 1.6460 -5.8710
C 1.0554 1.6260 -4.6307
C 0.2880 1.5174 -3.4772
C -3.1299 2.8373 -1.7759
C -2.6979 3.9077 -0.9922
C -3.4236 5.0887 -0.9029
C -4.6083 5.2276 -1.6111
C -5.0577 4.1798 -2.4037
C -4.3266 3.0025 -2.4795
H -4.5791 0.5701 -0.5312
H -6.2841 -1.1831 -0.7498
H -6.1277 -2.8458 -2.5792
H -4.2302 -2.7477 -4.1621
H -2.5078 -1.0171 -3.9245
H -2.7830 1.3713 -4.8787
H -1.4364 1.5755 -6.9197
H 1.0309 1.7245 -6.7742
H 2.1343 1.6782 -4.5539
H 0.7864 1.4906 -2.5149
H -1.7732 3.8162 -0.4407
H -3.0608 5.8987 -0.2813
H -5.1788 6.1464 -1.5467
H -5.9826 4.2789 -2.9598
H -4.7032 2.1893 -3.0914
C 0.0262 1.5144 3.6434
N 0.4015 1.9820 2.3056
C -0.4916 3.0682 1.9191
N -0.4479 4.1893 2.8658
C -0.8045 3.6717 4.1896
N 0.0831 2.5962 4.6358
C 1.4557 3.1153 4.6464
N 1.8733 3.6173 3.3356
C 1.7708 2.5086 2.3779
C 0.9384 4.6653 2.9286
H 0.7096 0.7124 3.9292
H -0.9946 1.1226 3.6095
H -1.5139 2.6884 1.8599
H -0.1997 3.4205 0.9281
H -1.8293 3.2925 4.1544
H -0.7589 4.4911 4.9120
H 2.1322 2.3132 4.9473
H 1.5198 3.9286 5.3745
H 2.4364 1.6992 2.6787
H 2.0680 2.8610 1.3869
H 1.2283 5.0340 1.9421
H 0.9955 5.4908 3.6432
*
```

Values from the calculation:
- energy relative to the best compared isomer or geometry (same formula, charge and spin) (kJ/mol) = 0.00
- orbital gap (Eh) = 0.216
- F_max (Eh/bohr) = 0.009
- HOMO level (eV) = -4.2


Entry from the OMol25 dataset: a single C4H8N2O molecule (ωB97M-V/def2-TZVPD).

The geometry in ORCA input format:
```
! wB97M-V def2-TZVPD RIJCOSX def2/J DEFGRID3
* xyz 0 1
H 0.5972 0.3620 -2.1720
N 1.2715 -0.0769 -1.5475
C 0.9578 -0.0343 -0.3088
C 1.9074 -0.5981 0.7023
C -0.3922 0.2810 0.1479
C -0.7634 1.1108 1.1119
N -1.3639 -0.5250 -0.7240
O -2.6168 -0.0670 -1.1560
H 2.7006 -1.1391 0.1921
H 1.4074 -1.2778 1.3893
H 2.3344 0.2163 1.2852
H -0.0295 1.6076 1.7230
H -1.8033 1.3342 1.2865
H -0.9397 -1.0477 -1.4842
H -3.2677 -0.1461 -0.4456
*
```

Values from the calculation:
- energy relative to the best compared isomer or geometry (same formula, charge and spin) (kJ/mol) = 399.34
- orbital gap (Eh) = 0.342
- structure (SMILES) = [H]/N=C(/C)C(=C)NO
- F_max (Eh/bohr) = 0.079
- HOMO level (eV) = -8.6


Entry from the OMol25 dataset: a molecular structure, C17H14N4OPdSe (ωB97M-V/def2-TZVPD).

The geometry in ORCA input format:
```
! wB97M-V def2-TZVPD RIJCOSX def2/J DEFGRID3
* xyz 0 1
Pd -0.5704 -0.0493 -0.2314
O 2.4293 1.2354 -2.9661
C 1.5785 1.1159 -2.0836
N 1.2284 -0.0072 -1.4760
C 1.7936 -1.2297 -1.9907
C 0.8813 -2.3965 -1.7484
C 1.2506 -3.6833 -2.1386
C 0.4019 -4.7408 -1.8803
C -0.8070 -4.4882 -1.2453
C -1.1210 -3.1823 -0.9193
N -0.2931 -2.1679 -1.1576
C 0.8046 2.3290 -1.6071
C 1.0716 3.5822 -2.1503
C 0.3376 4.6734 -1.7248
C -0.6448 4.4853 -0.7629
C -0.8555 3.2060 -0.2751
N -0.1501 2.1624 -0.6923
H 2.7777 -1.4290 -1.5353
H 1.9779 -1.1271 -3.0720
H 2.1954 -3.8332 -2.6367
H 0.6661 -5.7475 -2.1676
H -1.4912 -5.2872 -1.0162
H -2.0694 -2.9277 -0.4551
H 1.8581 3.6639 -2.8837
H 0.5237 5.6556 -2.1367
H -1.2398 5.3081 -0.3991
H -1.6135 3.0031 0.4753
Se -2.5174 -0.1109 1.1189
C -1.5748 0.0954 2.7649
C -2.2228 0.0276 3.9960
C -1.4559 0.1280 5.1459
N -0.1427 0.2906 5.1409
C 0.4732 0.3588 3.9716
C -0.1877 0.2724 2.7584
H -3.2927 -0.1023 4.0422
H -1.9047 0.0794 6.1296
H 1.5457 0.4952 4.0131
H 0.3603 0.3430 1.7969
*
```

Values from the calculation:
- energy relative to the best compared isomer or geometry (same formula, charge and spin) (kJ/mol) = 61.62
- orbital gap (Eh) = 0.244
- F_max (Eh/bohr) = 0.080
- HOMO level (eV) = -7.8


Entry from the OMol25 dataset: a molecular structure, C17H27NO3RhSe (ωB97M-V/def2-TZVPD).

The geometry in ORCA input format:
```
! wB97M-V def2-TZVPD RIJCOSX def2/J DEFGRID3
* xyz 1 5
Rh -0.1836 -1.5814 0.5167
C -3.3340 -0.8644 1.3175
O -2.2914 -1.7486 1.7379
C -1.9914 -1.6962 3.1286
C -1.0564 -0.5458 3.4549
O 0.1536 -0.6869 2.7043
C 1.3218 -0.9541 3.4833
H -4.2249 -1.0163 1.9292
H -3.5599 -1.1140 0.2838
H -3.0269 0.1830 1.3798
H -1.4954 -2.6389 3.3639
H -2.9086 -1.6195 3.7177
H -0.8430 -0.5384 4.5244
H -1.5054 0.4104 3.1796
H 1.5420 -0.1016 4.1278
H 2.1448 -1.1081 2.7899
H 1.1963 -1.8509 4.0936
C -0.8016 2.3493 1.2000
C -0.8838 2.7657 -0.2752
C -2.1963 2.2866 -0.9168
C 0.3089 2.3252 -1.0966
C 1.1411 3.2724 -1.6321
C 2.1623 2.9302 -2.5193
C 2.3189 1.6047 -2.9352
C 1.5599 0.5883 -2.4181
C 1.7746 -0.8179 -2.9352
C 0.4659 -1.4721 -3.4034
C 2.5484 -1.6889 -1.9441
C 0.5672 0.9156 -1.3950
O -0.1458 0.0431 -0.8058
H -1.6853 2.7139 1.7266
H 0.0821 2.7752 1.6774
H -0.7579 1.2697 1.2908
H -0.8806 3.8574 -0.2965
H -2.2781 1.2023 -0.8662
H -2.2501 2.5922 -1.9622
H -3.0469 2.7216 -0.3917
H 0.9822 4.3133 -1.3795
H 2.8148 3.6990 -2.9107
H 3.0571 1.3733 -3.6928
H 2.4244 -0.7196 -3.8081
H -0.2067 -1.6577 -2.5693
H 0.6803 -2.4273 -3.8823
H -0.0486 -0.8354 -4.1241
H 2.0280 -1.7584 -0.9876
H 3.5409 -1.2883 -1.7413
H 2.6558 -2.6992 -2.3344
Se -0.1696 -3.9371 0.7696
C 1.5913 -4.2999 0.4956
N 2.7097 -4.5255 0.3308
*
```

Values from the calculation:
- orbital gap (spin up / spin down) (Eh) = 0.359 / 0.243
- F_max (Eh/bohr) = 0.015
- HOMO level (spin up / spin down) (eV) = -12.0 / -12.3


Entry from the OMol25 dataset: a single C3H2N2OS molecule (ωB97M-V/def2-TZVPD).

The geometry in ORCA input format:
```
! wB97M-V def2-TZVPD RIJCOSX def2/J DEFGRID3
* xyz 0 1
S 1.1519 -2.4674 -0.8801
C 0.5013 -1.1000 -0.3044
C -0.3481 -0.0877 -0.9923
N -0.7830 1.0010 -0.5115
C -0.3748 1.1797 0.8317
N 0.3599 0.4299 1.5608
O 0.7409 -0.7959 0.9921
H -0.5912 -0.3187 -2.0150
H -0.6569 2.1589 1.3189
*
```

Values from the calculation:
- energy relative to the best compared isomer or geometry (same formula, charge and spin) (kJ/mol) = 206.87
- orbital gap (Eh) = 0.299
- structure (SMILES) = S=c1cncno1
- F_max (Eh/bohr) = 0.033
- HOMO level (eV) = -9.5


Entry from the OMol25 dataset: a molecular structure, BaH16O8 (ωB97M-V/def2-TZVPD).

The geometry in ORCA input format:
```
! wB97M-V def2-TZVPD RIJCOSX def2/J DEFGRID3
* xyz 2 1
Ba 0.1757 0.0256 -0.5085
O -2.5510 -3.1876 -0.7947
H -3.3778 -3.0200 -0.3425
H -2.6805 -4.0320 -1.2265
O -1.3350 -0.6660 3.2282
H -1.1397 -1.0975 4.0600
H -2.0978 -0.1188 3.4151
O -3.0905 0.7997 -2.5799
H -3.7186 0.2384 -3.0346
H -3.5454 1.6358 -2.4785
O -1.6748 2.8996 1.5503
H -2.1417 2.7434 2.3711
H -1.5585 3.8491 1.5173
O 4.2769 -0.3347 -1.4344
H 4.7439 -0.9407 -2.0097
H 4.8541 -0.2287 -0.6782
O 2.6251 1.1443 2.2427
H 3.0477 0.6471 2.9430
H 3.2423 1.8479 2.0418
O 0.8646 3.1101 -3.0549
H 1.7705 3.3711 -3.2203
H 0.3933 3.3629 -3.8488
O 1.1517 -3.6764 0.5443
H 0.4604 -3.8544 1.1820
H 1.3054 -4.5183 0.1156
*
```

Values from the calculation:
- energy relative to the best compared isomer or geometry (same formula, charge and spin) (kJ/mol) = 382.55
- orbital gap (Eh) = 0.374
- F_max (Eh/bohr) = 0.016
- HOMO level (eV) = -17.3


Entry from the OMol25 dataset: 10 unconnected molecules or ions with the total composition C40H56N9O16 (ωB97M-V/def2-TZVPD).

The geometry in ORCA input format:
```
! wB97M-V def2-TZVPD RIJCOSX def2/J DEFGRID3
* xyz -1 1
C -0.0947 -0.0514 0.6268
O 1.0629 -0.3114 0.3710
O -0.7285 -0.5197 1.7202
O -0.6843 0.7510 -0.1336
H -0.2182 -1.1952 2.0271
C 5.5173 0.3184 1.3802
C 4.2321 -0.1119 0.8421
C 4.2714 -1.5613 0.1039
C 5.4233 -2.4587 0.3673
C 6.7732 -1.7967 0.7482
C 6.7657 -0.3208 1.3714
N 5.4345 -3.8553 -0.1237
O 6.5546 -4.4978 0.0650
O 4.4447 -4.3609 -0.4778
H 5.2181 1.2595 1.9021
H 3.2176 0.5559 0.6699
H 3.3428 -1.8483 -0.3585
H 7.5688 -2.4825 0.8718
H 7.5967 0.0924 1.9407
C 3.0318 0.0386 -3.1363
C 3.7972 1.2266 -3.5722
C 4.0324 1.3344 -5.0715
C 3.8435 0.0206 -6.0137
C 3.1824 -1.2369 -5.3009
C 2.8048 -1.1581 -3.8026
N 4.0900 0.0072 -7.4987
O 4.4317 1.1287 -8.0040
O 4.3256 -1.0918 -7.8811
H 2.7200 0.1335 -1.9494
H 4.0623 2.1703 -2.8584
H 4.4819 2.2748 -5.6433
H 3.0078 -2.1314 -5.8345
H 2.2083 -1.9644 -3.5127
C -2.8234 3.6766 -1.9869
C -3.8481 4.6743 -2.5084
C -4.5213 5.5956 -1.4723
C -4.2215 5.4189 0.0129
C -3.1806 4.3759 0.4070
C -2.5070 3.5683 -0.6421
N -4.7058 6.3235 1.1282
O -4.3232 6.1748 2.2470
O -5.4977 7.2005 0.7394
H -2.2792 3.0302 -2.7205
H -3.9450 4.9313 -3.6209
H -5.0550 6.3242 -1.7637
H -2.6882 4.2721 1.3939
H -1.7234 2.8754 -0.6766
C -3.9551 -0.1497 -4.1632
C -3.7402 0.2021 -5.5383
C -2.3037 0.8538 -5.9071
C -1.3132 1.1850 -4.9197
C -1.5656 0.6367 -3.4518
C -2.9442 0.0611 -3.2040
N -0.1292 1.7835 -5.1890
O 0.2231 2.0061 -6.3459
O 0.5173 2.2666 -4.2819
H -4.9763 -0.4470 -3.8892
H -4.5488 -0.0800 -6.3526
H -2.0489 1.1441 -7.0259
H -0.7280 0.8075 -2.8303
H -3.1836 0.1130 -1.9535
C -3.6381 1.1644 1.9015
O -4.7887 1.3020 1.5139
N -3.2667 1.7699 3.1053
C -1.9726 1.6357 3.5723
C -4.1075 2.9055 3.6384
H -3.0252 0.4070 1.3373
H -2.0517 0.7473 4.1345
H -1.5616 2.1632 4.3676
H -1.2454 1.3707 2.8273
H -5.1156 2.5177 3.7872
H -4.1802 3.7565 3.0309
H -3.9906 3.0838 4.5845
C -2.1813 -4.0466 6.4557
O -2.7045 -5.2153 6.1281
N -2.2292 -3.1454 5.5821
C -1.6534 -1.9016 5.8494
C -2.9036 -3.2405 4.1615
H -1.5747 -3.8629 7.2983
H -0.9347 -1.2804 4.9204
H -1.1203 -1.8057 6.7958
H -2.4074 -1.1896 6.1402
H -3.1589 -2.2318 3.4851
H -3.9169 -3.7479 4.1856
H -2.2404 -3.9083 3.5578
C -3.0013 -2.4592 0.2310
O -4.2348 -2.6423 0.6885
N -2.6477 -3.0065 -0.9018
C -1.3367 -2.4779 -1.5469
C -3.4796 -3.8699 -1.6629
H -2.2962 -1.7270 0.7682
H -1.1377 -1.4587 -1.3720
H -1.3999 -2.9620 -2.7375
H -0.5824 -2.9248 -1.0344
H -3.4193 -3.8312 -2.9231
H -4.5998 -3.8507 -1.4560
H -3.1191 -4.8413 -1.6085
C 3.1857 -5.7569 3.1615
O 3.2452 -6.5723 4.0457
N 2.3039 -4.6580 3.4835
C 2.2466 -3.4864 2.5542
C 1.4959 -4.6311 4.6997
H 3.8070 -5.8633 2.2282
H 3.2675 -3.2573 2.2230
H 1.9525 -2.6331 3.2237
H 1.5198 -3.7887 1.6293
H 1.1080 -5.6887 4.8918
H 0.7327 -3.8856 4.6020
H 2.1514 -4.2260 5.5255
C 1.5671 3.1259 1.2503
O 2.2149 3.1773 2.3417
N 2.1565 3.6247 0.1319
C 1.4818 3.4849 -1.1985
C 3.3507 4.4614 0.2018
H 0.4982 2.8584 0.9533
H 1.3413 2.5365 -1.8546
H 2.0981 4.3585 -1.9424
H 0.6160 4.0664 -0.8740
H 3.3666 5.4064 0.7168
H 3.7068 4.9580 -0.7059
H 4.1079 4.0106 0.5870
*
```

Values from the calculation:
- energy relative to the best compared isomer or geometry (same formula, charge and spin) (kJ/mol) = 402.12
- orbital gap (Eh) = 0.256
- F_max (Eh/bohr) = 0.213
- HOMO level (eV) = -6.5


- Which formula does entry 8 have?
  C40H56N9O16


- Which of these has the lowest F_max?
  C51H45N8O5S2SiSn